This record from the Open Molecules 2025 dataset describes a molecular structure, C4H9NO2. The level of theory is wB97M-V/def2-TZVPD.

Calculated values
* E_HOMO: -8.2127 eV
* HOMO-LUMO gap: 9.11 eV
* ΔE to the lowest compared entry with this formula, charge and spin: 288.5 kJ/mol
* LUMO energy: 0.8949 eV

ORCA input file:
```
! RIJCOSX wB97M-V def2-TZVPD def2/J DEFGRID3
* xyz 0 1
C -0.83 0.44 -1.16
C 1.72 0.86 0.44
C 0.77 -0.28 0.52
C -0.23 -0.60 -0.39
N -0.96 -1.79 -0.06
O 1.03 -1.14 1.51
O -1.21 1.45 0.27
H 0.35 -1.84 1.41
H -1.80 2.21 0.17
H -0.97 -2.46 -0.83
H -1.92 -1.56 0.20
H -0.14 1.10 -1.69
H -1.73 0.16 -1.70
H 2.74 0.48 0.49
H 1.61 1.45 -0.46
H 1.55 1.52 1.30
*
```

---

This record from the Open Molecules 2025 dataset describes a gas-phase ion, C10H14Cl2NO2 (charge +1). The level of theory is wB97M-V/def2-TZVPD.

Calculated values
* E_HOMO: -12.3542 eV
* HOMO-LUMO gap: 9.35 eV
* SMILES string: COc1c(Cl)cc(Cl)cc1C[NH2+]CCO
* ΔE to the lowest compared entry with this formula, charge and spin: 6.3 kJ/mol
* LUMO energy: -3.0084 eV

ORCA input file:
```
! RIJCOSX wB97M-V def2-TZVPD def2/J DEFGRID3
* xyz 1 1
C -0.32 -0.92 2.94
O 0.16 -0.91 1.59
C 0.43 0.35 1.06
C 1.55 1.08 1.47
Cl 2.63 0.42 2.64
C 1.82 2.32 0.92
C 0.99 2.83 -0.06
Cl 1.32 4.37 -0.75
C -0.10 2.10 -0.51
C -0.39 0.86 0.04
C -1.60 0.11 -0.46
N -1.39 -1.37 -0.45
C -0.78 -1.94 -1.68
C 0.59 -1.35 -2.00
O 0.39 -0.08 -2.56
H 0.40 -0.45 3.61
H -0.44 -1.97 3.21
H -1.28 -0.40 3.01
H 2.68 2.88 1.25
H -0.73 2.49 -1.29
H -1.82 0.43 -1.47
H -2.45 0.33 0.18
H -2.28 -1.84 -0.30
H -0.76 -1.52 0.39
H -0.69 -3.02 -1.53
H -1.44 -1.75 -2.53
H 1.08 -2.02 -2.72
H 1.21 -1.30 -1.09
H 1.22 0.26 -2.93
*
```

---

This record from the Open Molecules 2025 dataset describes a gas-phase ion, C4H7ClNO2 (charge +1). The level of theory is wB97M-V/def2-TZVPD.

Calculated values
* E_HOMO: -13.9648 eV
* HOMO-LUMO gap: 9.64 eV
* ΔE to the lowest compared entry with this formula, charge and spin: 301.7 kJ/mol
* LUMO energy: -4.3229 eV

ORCA input file:
```
! RIJCOSX wB97M-V def2-TZVPD def2/J DEFGRID3
* xyz 1 1
C -1.18 -0.04 1.22
C 0.09 -0.85 1.75
C -1.74 -0.66 -1.15
C 2.79 -0.05 0.60
N -1.03 -0.74 0.09
O -1.85 0.86 1.57
O -0.02 -1.55 0.62
Cl 1.58 0.29 1.97
H 0.13 -1.36 2.63
H -1.02 -0.78 -2.02
H -2.46 -1.49 -1.26
H -2.28 0.30 -0.97
H 2.78 0.83 -0.11
H 3.78 -0.13 1.05
H 2.42 -0.93 0.11
*
```

---

This record from the Open Molecules 2025 dataset describes a single ClH3N2OS molecule. The level of theory is wB97M-V/def2-TZVPD.

Calculated values
* E_HOMO: -9.9009 eV
* HOMO-LUMO gap: 9.36 eV
* SMILES string: N=[S@@](N)(=O)Cl
* ΔE to the lowest compared entry with this formula, charge and spin: 83.7 kJ/mol
* LUMO energy: -0.5396 eV

ORCA input file:
```
! RIJCOSX wB97M-V def2-TZVPD def2/J DEFGRID3
* xyz 0 1
N -0.99 -0.96 -0.16
S -0.17 0.27 -0.44
N 1.26 -0.16 0.00
O -0.24 1.22 -1.51
Cl -0.99 1.35 1.55
H -1.98 -1.10 -0.33
H 1.10 -1.02 0.44
H 2.00 0.39 0.45
*
```

---

This record from the Open Molecules 2025 dataset describes a gas-phase ion, C2H3ClN (charge +1). The level of theory is wB97M-V/def2-TZVPD.

Calculated values
* E_HOMO: -16.0780 eV
* HOMO-LUMO gap: 9.90 eV
* SMILES string: C#[N+]CCl
* ΔE to the lowest compared entry with this formula, charge and spin: 30.7 kJ/mol
* LUMO energy: -6.1761 eV

ORCA input file:
```
! RIJCOSX wB97M-V def2-TZVPD def2/J DEFGRID3
* xyz 1 1
C -0.78 -1.39 -0.55
N -0.19 -0.43 -0.23
C 0.46 0.78 0.07
Cl 0.02 1.21 1.90
H -1.10 -2.48 -0.54
H 1.45 0.62 -0.02
H 0.14 1.69 -0.63
*
```

---

This record from the Open Molecules 2025 dataset describes 3 unconnected molecules or ions with the total composition CH10N3O2. The level of theory is wB97M-V/def2-TZVPD.

Calculated values
* E_HOMO: -13.6970 eV
* HOMO-LUMO gap: 10.67 eV
* ΔE to the lowest compared entry with this formula, charge and spin: 85.7 kJ/mol
* LUMO energy: -3.0293 eV

ORCA input file:
```
! RIJCOSX wB97M-V def2-TZVPD def2/J DEFGRID3
* xyz 1 1
N 0.57 -1.75 -0.41
C 0.19 -0.49 -0.48
N -1.05 -0.18 -0.87
N 1.06 0.50 -0.26
H -0.10 -2.49 -0.53
H 1.55 -1.91 -0.24
H -1.29 0.69 -1.32
H -1.78 -0.87 -0.81
H 1.89 0.31 0.29
H 0.64 1.40 -0.10
H -0.30 -4.46 -0.55
H -1.80 -4.70 -0.50
O -1.13 -4.05 -0.25
H -0.06 6.51 1.78
H 1.17 5.76 2.45
O 0.46 5.70 1.81
*
```

---

This record from the Open Molecules 2025 dataset describes 9 unconnected molecules or ions with the total composition C20H63N5O9. The level of theory is wB97M-V/def2-TZVPD.

Calculated values
* E_HOMO: -8.6737 eV
* HOMO-LUMO gap: 9.27 eV
* SMILES string: COC[C@H](C)N.COC[C@H](C)N.COC[C@H](C)N.COC[C@H](C)N.COC[C@H](C)N.O.O.O.O
* ΔE to the lowest compared entry with this formula, charge and spin: 154.9 kJ/mol
* LUMO energy: 0.5929 eV

ORCA input file:
```
! RIJCOSX wB97M-V def2-TZVPD def2/J DEFGRID3
* xyz 0 1
C 3.71 8.31 -5.58
O 4.99 8.15 -4.97
C 5.18 6.94 -4.27
C 6.68 6.70 -3.97
C 6.95 5.38 -3.24
N 7.14 7.81 -3.16
H 3.04 8.70 -4.82
H 3.39 7.36 -6.02
H 3.81 9.06 -6.36
H 4.69 7.05 -3.30
H 4.79 6.12 -4.88
H 7.25 6.56 -4.89
H 6.41 5.38 -2.28
H 8.00 5.24 -2.97
H 6.51 4.55 -3.79
H 7.31 8.65 -3.70
H 6.71 8.07 -2.29
C 13.94 0.98 -4.90
O 14.18 2.28 -4.36
C 14.08 3.24 -5.39
C 14.25 4.67 -4.87
C 14.22 5.70 -5.94
N 15.57 4.78 -4.19
H 14.67 0.87 -5.71
H 12.90 0.87 -5.19
H 14.18 0.24 -4.13
H 14.81 3.02 -6.18
H 13.09 3.26 -5.86
H 13.43 4.86 -4.17
H 14.34 6.69 -5.48
H 13.24 5.70 -6.42
H 14.95 5.68 -6.75
H 16.26 4.87 -4.94
H 15.80 3.89 -3.76
C 10.60 5.08 -0.59
O 11.75 4.28 -0.34
C 11.91 3.28 -1.34
C 12.92 2.27 -0.80
C 14.34 2.74 -0.52
N 12.89 1.07 -1.62
H 9.75 4.53 -0.18
H 10.48 5.43 -1.62
H 10.64 6.02 -0.04
H 10.97 2.83 -1.66
H 12.33 3.77 -2.23
H 12.55 1.99 0.20
H 14.77 3.27 -1.38
H 15.02 1.91 -0.32
H 14.44 3.40 0.34
H 13.16 1.34 -2.56
H 13.33 0.25 -1.23
C 9.66 5.43 -6.66
O 9.24 4.79 -5.49
C 9.84 3.53 -5.34
C 9.32 2.61 -4.24
C 10.12 1.34 -4.06
N 7.94 2.18 -4.45
H 10.75 5.57 -6.71
H 9.14 6.37 -6.82
H 9.36 4.82 -7.53
H 9.65 2.98 -6.28
H 10.92 3.61 -5.20
H 9.29 3.16 -3.29
H 9.67 0.72 -3.29
H 11.18 1.46 -3.83
H 10.17 0.78 -5.01
H 7.78 1.81 -5.39
H 7.21 2.89 -4.41
C 9.28 8.30 1.90
O 7.92 7.93 1.81
C 7.59 6.92 2.76
C 6.14 6.53 2.49
C 5.25 7.70 2.91
N 5.71 5.37 3.31
H 9.43 9.26 1.41
H 9.88 7.59 1.32
H 9.59 8.38 2.95
H 8.24 6.04 2.64
H 7.74 7.33 3.76
H 5.87 6.53 1.43
H 5.25 7.91 3.98
H 4.20 7.55 2.65
H 5.60 8.67 2.55
H 6.24 4.54 3.07
H 4.78 5.24 2.90
O 10.35 0.10 -0.75
H 11.20 0.40 -1.12
H 10.19 0.69 0.02
O 12.86 3.20 3.27
H 12.90 4.08 2.85
H 13.60 3.18 3.88
O 10.23 1.62 1.78
H 11.04 2.14 1.89
H 10.38 0.82 2.30
O 13.30 5.36 1.72
H 13.85 6.01 1.27
H 12.73 4.98 1.03
*
```

---

This record from the Open Molecules 2025 dataset describes 2 unconnected molecules or ions with the total composition C3H8NS. The level of theory is wB97M-V/def2-TZVPD.

Calculated values
* E_HOMO: -2.5458 eV
* HOMO-LUMO gap: 6.55 eV
* ΔE to the lowest compared entry with this formula, charge and spin: 63.3 kJ/mol
* LUMO energy: 4.0037 eV

ORCA input file:
```
! RIJCOSX wB97M-V def2-TZVPD def2/J DEFGRID3
* xyz -1 1
C 0.69 1.81 -0.76
S 2.04 0.91 0.08
H 1.03 2.65 -1.38
H 0.09 1.18 -1.43
H 0.02 2.26 -0.03
C -2.83 -1.62 0.11
C -1.59 -1.18 -0.16
N -0.50 -1.22 0.66
H -3.11 -1.98 1.09
H -3.59 -1.65 -0.66
H -1.39 -0.73 -1.13
H -0.62 -1.15 1.66
H 0.32 -0.68 0.38
*
```

---

Question: Which of these has the highest ΔE to the lowest compared entry with this formula, charge and spin?
Answer: C4H7ClNO2

---

Question: LUMO energy of number 6 (CH10N3O2)?
Answer: -3.0293 eV

---

Question: Which value of HOMO-LUMO gap does entry 6 give?
Answer: 10.67 eV